Arrangement A

ORCA calculation (ωB97M-V/def2-TZVPD) on CH3O2S as an isolated structure.

Output
Gap between HOMO and LUMO (spin up / spin down) in eV: 7.63 / 7.84
Net charge: -1
HOMO energy (spin up / spin down) in eV: -3.4 / -3.8
E_LUMO (spin up / spin down) in eV: 4.20 / 4.08

CARTESIAN COORDINATES (ANGSTROEM)
O 1.94 -1.31 0.07
H 0.22 0.14 1.56
H -1.14 -1.14 -0.07
H -1.24 0.26 -1.39
O 0.90 1.70 -0.09
C -1.13 0.01 -0.27
S 0.45 0.35 0.18

Here are the Mulliken charges for atoms 1 to 5, given in e:
1. O -0.79
2. H 0.11
3. H 0.23
4. H 0.16
5. O -0.56



Arrangement B

ORCA calculation (ωB97M-V/def2-TZVPD) on an isolated ion of composition CH3O2S and charge -1.

Output
Gap between HOMO and LUMO (spin up / spin down) in eV: 7.72 / 7.72
Net charge: -1
HOMO energy (spin up / spin down) in eV: -3.6 / -3.6
SMILES: C=[S@@H](=O)[O-]
E_LUMO (spin up / spin down) in eV: 4.08 / 4.08

CARTESIAN COORDINATES (ANGSTROEM)
H 1.49 -0.62 -1.09
C 1.25 0.03 -0.18
O -1.97 1.35 -0.13
O -0.98 -1.48 -0.01
H 1.32 0.93 -0.59
S -0.54 -0.15 0.24
H -0.57 -0.06 1.76

Here are the Mulliken charges for atoms 1 to 5, given in e:
1. H 0.16
2. C -0.80
3. O -0.75
4. O -0.52
5. H 0.25



Most stable: arrangement A (next structure +1.8 kcal/mol)



Arrangement A

ORCA calculation (ωB97M-V/def2-TZVPD) on CH3O2S as an isolated structure.

Output
Gap between HOMO and LUMO in eV: 7.98
Net charge: -1
HOMO energy in eV: -3.7
E_LUMO in eV: 4.24

CARTESIAN COORDINATES (ANGSTROEM)
C 0.86 -1.09 -0.54
H -0.07 0.52 -0.01
O 1.80 -1.76 -0.90
H -1.64 2.21 0.17
S -1.57 1.09 0.90
O 0.82 0.20 -0.53
H -0.05 -1.57 -0.11

Here are the Mulliken charges for atoms 1 to 5, given in e:
1. C 0.29
2. H 0.25
3. O -0.57
4. H 0.01
5. S -0.80



Arrangement B

ORCA calculation (ωB97M-V/def2-TZVPD) on a 2-piece molecular cluster, CH3O2S overall.

Output
Gap between HOMO and LUMO in eV: 7.36
Net charge: -1
HOMO energy in eV: -3.3
E_LUMO in eV: 4.11

CARTESIAN COORDINATES (ANGSTROEM)
O 2.31 -0.73 0.18
O 0.28 -0.72 -0.71
H -2.54 0.48 1.38
H 1.45 0.96 -0.50
C 1.37 -0.12 -0.30
H -0.53 -0.57 -0.17
S -2.33 0.70 0.11

Here are the Mulliken charges for atoms 1 to 5, given in e:
1. O -0.50
2. O -0.34
3. H -0.02
4. H 0.30
5. C 0.23



Most stable: arrangement A (next structure +14.4 kcal/mol)



Arrangement A

ORCA calculation (ωB97M-V/def2-TZVPD) on a 2-piece molecular cluster, C2H2BrCl2I overall.

Output
Gap between HOMO and LUMO (spin up / spin down) in eV: 7.34 / 8.31
HOMO energy (spin up / spin down) in eV: -8.3 / -8.7
E_LUMO (spin up / spin down) in eV: -0.97 / -0.44

CARTESIAN COORDINATES (ANGSTROEM)
Br -1.86 1.35 -1.04
Cl -1.61 -1.55 -0.15
H 1.78 0.63 0.70
C -1.30 0.07 0.28
Cl -1.72 0.50 1.89
H 1.54 0.70 -1.15
I 1.67 -1.87 -0.30
C 1.51 0.16 -0.22

Here are the Mulliken charges for atoms 1 to 5, given in e:
1. Br -0.05
2. Cl -0.09
3. H 0.38
4. C 0.18
5. Cl -0.11



Arrangement B

ORCA calculation (ωB97M-V/def2-TZVPD) on C2H2BrCl2I as an isolated structure.

Output
Gap between HOMO and LUMO (spin up / spin down) in eV: 8.53 / 7.03
HOMO energy (spin up / spin down) in eV: -9.0 / -8.3
E_LUMO (spin up / spin down) in eV: -0.44 / -1.27

CARTESIAN COORDINATES (ANGSTROEM)
I 0.84 2.52 0.26
Cl -1.35 -2.29 -0.99
H 2.20 0.26 0.61
Cl -1.44 -1.36 1.83
C 1.67 0.73 -0.30
Br -2.08 0.59 -0.35
C -1.18 -0.95 0.18
H 1.34 0.49 -1.25

Here are the Mulliken charges for atoms 1 to 5, given in e:
1. I 0.11
2. Cl -0.12
3. H 0.34
4. Cl -0.08
5. C -0.87



Most stable: arrangement A (next structure +11.5 kcal/mol)



Arrangement A

ORCA calculation (ωB97M-V/def2-TZVPD) on an isolated ion of composition CH4ClN2O and charge +1.

Output
Gap between HOMO and LUMO in eV: 9.75
Net charge: +1
HOMO energy in eV: -15.4
SMILES: N/C(Cl)=[NH+]/O
E_LUMO in eV: -5.62

CARTESIAN COORDINATES (ANGSTROEM)
Cl 2.43 0.50 0.05
O 0.87 -2.12 -0.19
H 0.30 2.30 -0.37
H -0.63 -1.12 -0.69
H 1.15 -2.39 0.71
H -0.89 1.34 0.35
N 0.01 1.36 -0.12
N 0.07 -1.06 0.05
C 0.77 0.32 0.04

Here are the Mulliken charges for atoms 1 to 5, given in e:
1. Cl 0.01
2. O -0.35
3. H 0.26
4. H 0.31
5. H 0.38



Arrangement B

ORCA calculation (ωB97M-V/def2-TZVPD) on an isolated ion of composition CH4ClN2O and charge +1.

Output
Gap between HOMO and LUMO in eV: 9.64
Net charge: +1
HOMO energy in eV: -17.0
SMILES: C[N+](=O)NCl
E_LUMO in eV: -7.34

CARTESIAN COORDINATES (ANGSTROEM)
N 0.00 0.98 0.03
H -1.54 2.14 0.07
H 0.26 -0.72 1.09
N -1.27 1.17 -0.10
H -0.28 -0.97 -0.78
C 0.33 -0.43 0.02
H 1.39 -0.75 -0.16
O 0.76 1.86 -0.21
Cl -2.64 -0.17 0.20

Here are the Mulliken charges for atoms 1 to 5, given in e:
1. N 0.99
2. H 0.33
3. H 0.40
4. N -0.41
5. H 0.38



Most stable: arrangement A (next structure +73.7 kcal/mol)



Arrangement A

ORCA calculation (ωB97M-V/def2-TZVPD) on one molecule with the formula C8H13N.

Output
Gap between HOMO and LUMO in eV: 9.84
HOMO energy in eV: -8.8
SMILES: CC1=CC[C@]2(CCN2)C1
E_LUMO in eV: 1.00

CARTESIAN COORDINATES (ANGSTROEM)
C 1.94 -0.76 -1.63
C 1.84 -1.16 -0.13
H 2.59 -0.71 0.59
C -1.12 1.03 0.87
H -1.68 2.97 0.13
H 0.05 0.01 -2.22
H 2.38 -1.58 -2.25
H -2.66 2.39 1.53
H -2.72 -0.30 1.22
C -0.68 -1.27 0.54
H -1.10 -2.02 -0.14
C 0.40 -0.55 -0.18
C 0.28 0.90 0.34
N 0.45 -0.70 -1.64
H 0.49 1.55 -0.61
H 1.03 1.09 1.13
H 1.80 -2.26 0.01
H -1.09 2.93 1.80
H 2.43 0.21 -1.75
C -1.67 2.38 1.07
C -1.69 -0.17 0.90
H -0.36 -1.78 1.42

Here are the Mulliken charges for atoms 1 to 5, given in e:
1. C -0.50
2. C -0.89
3. H 0.27
4. C 0.68
5. H 0.26



Arrangement B

ORCA calculation (ωB97M-V/def2-TZVPD) on C8H13N as an isolated structure.

Output
Gap between HOMO and LUMO in eV: 8.92
HOMO energy in eV: -8.0
E_LUMO in eV: 0.89

CARTESIAN COORDINATES (ANGSTROEM)
H 0.48 2.50 0.05
H -1.49 1.62 1.54
H 1.75 -0.14 1.74
H -1.93 -1.57 -1.35
H -1.79 2.22 -0.19
C 0.09 1.54 -0.24
H 1.85 1.05 -1.34
C 1.27 0.60 -0.31
C -0.11 -1.50 -0.24
H 3.25 -0.30 0.58
C 1.22 -0.78 -0.38
H 1.88 -1.15 -1.19
H -0.47 -0.65 2.07
C -1.23 1.35 0.45
C -1.27 -0.62 -0.88
C -0.80 -1.08 0.99
H -1.01 0.18 -1.65
H -0.33 1.39 -1.39
N -1.67 -0.12 0.30
H -1.65 -1.84 1.16
H -0.14 -2.60 -0.49
C 2.10 -0.09 0.76

Here are the Mulliken charges for atoms 1 to 5, given in e:
1. H 0.44
2. H 0.35
3. H 0.28
4. H 0.28
5. H 0.22



Most stable: arrangement A (next structure +115.3 kcal/mol)



Arrangement A

ORCA calculation (ωB97M-V/def2-TZVPD) on C3H3P as an isolated structure.

Output
Gap between HOMO and LUMO in eV: 9.23
HOMO energy in eV: -9.8
E_LUMO in eV: -0.58

CARTESIAN COORDINATES (ANGSTROEM)
C 0.07 0.16 -0.94
H -2.01 0.04 0.51
H 1.36 0.04 -2.72
C 0.65 0.19 -1.97
P -0.25 -0.03 2.20
C -0.91 -0.11 0.69
H 1.11 -0.29 2.22

Here are the Mulliken charges for atoms 1 to 5, given in e:
1. C -0.55
2. H 0.29
3. H 0.39
4. C 0.05
5. P -0.03



Arrangement B

ORCA calculation (ωB97M-V/def2-TZVPD) on C3H3P as an isolated structure.

Output
Gap between HOMO and LUMO in eV: 8.59
HOMO energy in eV: -9.1
E_LUMO in eV: -0.56

CARTESIAN COORDINATES (ANGSTROEM)
C -0.98 1.37 1.10
H -1.50 2.26 1.25
C -0.37 0.43 0.63
H 1.43 0.44 -0.57
C 0.47 -0.44 -0.06
H 0.95 -2.14 -1.73
P 0.00 -1.92 -0.62

Here are the Mulliken charges for atoms 1 to 5, given in e:
1. C 0.10
2. H 0.41
3. C -0.31
4. H 0.21
5. C -0.33



Most stable: arrangement B (next structure +27.0 kcal/mol)